The following is a quantum chemistry calculation of a single C9H12N2O2S molecule in a non-equilibrium geometry, from the Open Molecules 2025 dataset.

Geometry as XYZ:
```
26
Properties=species:S:1:pos:R:3:forces:R:3:mulliken_charge:R:1
C -4.135 0.366 0.088 0.29 -0.05 -0.01 -1.293
C -2.809 -0.010 -0.569 -0.25 0.05 -0.23 -0.448
C -1.668 -0.047 0.431 0.88 -0.16 -0.41 -0.735
S -0.141 -0.244 -0.563 0.62 -0.07 0.51 1.193
O -0.237 -1.435 -1.365 -0.09 -0.45 0.16 -0.688
O 0.124 0.991 -1.249 -0.08 0.44 0.18 -0.626
C 1.489 -0.556 0.722 -1.43 0.53 -2.26 0.588
C 0.937 -1.560 1.564 0.00 -0.60 0.80 0.134
N 0.487 -2.389 2.215 -0.16 -0.20 0.12 -0.547
C 2.552 -1.064 -0.240 0.11 -0.02 0.09 -0.722
C 3.231 0.082 -0.915 0.18 0.27 0.09 -0.427
C 3.128 1.327 -0.446 0.24 -0.40 -0.46 -0.323
C 2.338 1.573 0.739 -0.18 -0.14 0.27 -0.188
N 1.604 0.702 1.316 0.08 0.54 0.91 -0.662
H -4.382 -0.338 0.883 -0.08 0.01 0.04 0.340
H -4.083 1.367 0.515 -0.05 0.01 0.04 0.340
H -4.932 0.347 -0.652 -0.09 0.01 0.00 0.370
H -2.564 0.718 -1.351 -0.09 -0.11 0.05 0.376
H -2.891 -0.991 -1.043 0.02 0.11 -0.02 0.334
H -1.543 0.887 0.972 0.04 0.04 0.10 0.387
H -1.715 -0.895 1.108 -0.04 -0.05 0.13 0.483
H 2.067 -1.716 -0.976 0.10 -0.04 0.12 0.441
H 3.299 -1.672 0.292 -0.14 0.03 -0.06 0.408
H 3.849 -0.153 -1.772 0.02 0.07 -0.05 0.407
H 3.629 2.160 -0.912 0.08 0.05 -0.10 0.410
H 2.365 2.549 1.208 0.02 0.13 -0.03 0.447
```
Positions in Å, forces in eV/Å.

Computed properties:
**Gap between HOMO and LUMO**: 8.9 eV
**LUMO energy**: -0.3 eV
**Molecular weight**: 212.27 g mol⁻¹
**Net charge**: 0
**Relative energy (zero: lowest compared OMol25 entry of this formula, charge and spin)**: 2.235 eV
**Strongest force on any atom**: 2.7 eV Å⁻¹
**Structure (SMILES)**: CCCS(=O)(=O)[C@@]1(C#N)CC=CC=N1



The following is a quantum chemistry calculation of a single C9H12N2O3 molecule in a non-equilibrium geometry, from the Open Molecules 2025 dataset.

Geometry as XYZ:
```
26
Properties=species:S:1:pos:R:3:forces:R:3:mulliken_charge:R:1
O -3.036 -2.550 -0.500 1.39 0.65 0.27 -0.627
N -1.858 -2.231 -0.279 -0.82 -1.41 -0.13 1.053
O -0.897 -2.949 -0.442 -0.15 -0.66 -0.33 -0.621
C -1.527 -0.884 0.172 -0.96 3.29 -3.14 0.277
O -0.223 -0.767 0.579 -2.42 -0.14 0.77 -0.334
C 0.878 -0.703 -0.290 -0.26 2.07 2.77 0.172
C 1.441 0.691 -0.552 0.04 -1.19 -1.08 -0.770
C 2.804 0.084 -0.149 -1.46 -1.23 -2.22 -0.554
C 2.073 -1.054 0.530 0.80 -0.28 -2.43 -0.841
C -1.856 0.118 -1.353 0.64 0.17 6.53 -0.213
N -2.118 1.314 -1.120 -0.13 0.70 -1.51 -0.478
C -2.363 1.874 0.122 0.12 1.51 0.91 -0.194
C -2.541 1.148 1.218 -1.22 -0.24 -1.60 -0.404
C -2.566 -0.328 1.174 4.64 0.62 -0.30 -0.991
H 0.825 -1.272 -1.119 -0.74 -2.02 -2.87 0.480
H 1.114 1.349 0.199 -0.51 0.98 0.94 0.276
H 1.221 1.083 -1.537 0.34 0.33 -0.19 0.342
H 3.320 -0.394 -0.978 0.52 0.79 -0.15 0.236
H 3.324 0.702 0.454 2.41 1.81 1.60 0.390
H 2.477 -1.995 0.249 0.35 -1.09 0.69 0.256
H 1.877 -0.867 1.513 -0.34 0.01 2.75 0.413
H -1.748 -0.283 -2.272 0.24 -1.48 -3.01 0.545
H -2.552 2.999 0.273 0.57 -1.81 -1.12 0.276
H -3.118 1.704 1.896 -0.12 0.20 1.88 0.415
H -2.196 -0.727 2.070 0.48 -0.45 1.82 0.448
H -3.454 -0.780 1.049 -3.42 -1.16 -0.86 0.448
```
Positions in Å, forces in eV/Å.

Computed properties:
**Gap between HOMO and LUMO**: 9.4 eV
**LUMO energy**: 0.1 eV
**Molecular weight**: 196.21 g mol⁻¹
**Net charge**: 0
**Relative energy (zero: lowest compared OMol25 entry of this formula, charge and spin)**: 7.774 eV
**Strongest force on any atom**: 6.6 eV Å⁻¹
**Structure (SMILES)**: O=[N+]([O-])[C@@]1(OC2CCC2)C=NC=CC1



The following is a quantum chemistry calculation of a single C9H12N2O4S molecule in a non-equilibrium geometry, from the Open Molecules 2025 dataset.

Geometry as XYZ:
```
28
Properties=species:S:1:pos:R:3:forces:R:3:mulliken_charge:R:1
C -2.048 1.272 3.533 0.93 -0.62 -0.67 -0.796
S -1.614 2.796 2.549 -0.14 -0.01 0.65 -0.102
C -0.221 2.307 1.554 0.43 0.14 -0.21 -0.091
C 0.992 3.134 1.438 0.24 -1.83 -0.61 -0.010
N 2.047 2.732 0.734 -2.82 1.09 1.34 -0.576
C 1.960 1.535 0.045 2.05 -0.66 -0.55 0.439
O 2.980 1.143 -0.512 -1.34 -0.54 -0.11 -0.592
N 0.768 0.768 0.023 -1.65 0.77 1.61 0.291
C 0.708 -0.507 -0.659 0.39 -1.27 -0.80 -0.120
C 0.644 -0.408 -2.163 0.65 0.10 -0.60 -0.830
C 0.063 -1.749 -2.578 0.10 -1.48 -1.29 -0.019
O 1.070 -2.696 -2.987 -0.27 0.44 0.32 -0.566
C -0.740 -2.214 -1.364 0.35 -0.87 1.92 0.203
O -0.355 -3.555 -0.899 -0.16 1.35 -1.04 -0.592
O -0.478 -1.265 -0.331 -0.06 0.53 0.21 -0.411
C -0.306 1.161 0.815 1.59 1.30 -0.04 -0.192
H -2.697 0.639 2.899 0.31 0.25 0.49 0.254
H -2.564 1.492 4.481 0.26 0.33 -0.55 0.340
H -1.098 0.717 3.756 -0.90 0.52 -0.16 0.291
H 1.034 4.078 1.995 0.17 -0.31 -0.28 0.409
H 1.571 -1.122 -0.378 0.09 0.38 0.11 0.246
H -0.017 0.380 -2.500 -0.37 0.25 0.28 0.377
H 1.616 -0.155 -2.605 -0.13 -0.48 0.10 0.378
H -0.663 -1.641 -3.403 0.39 0.14 0.13 0.263
H 0.780 -3.616 -2.834 -0.05 0.77 0.17 0.329
H -1.821 -2.228 -1.552 0.23 0.09 0.18 0.244
H -0.401 -3.598 0.065 -0.15 0.35 -0.18 0.324
H -1.210 0.599 0.876 -0.12 -0.72 -0.43 0.510
```
Positions in Å, forces in eV/Å.

Computed properties:
**Gap between HOMO and LUMO**: 8.4 eV
**LUMO energy**: -0.1 eV
**Molecular weight**: 244.27 g mol⁻¹
**Net charge**: 0
**Relative energy (zero: lowest compared OMol25 entry of this formula, charge and spin)**: 0.000 eV
**Strongest force on any atom**: 3.3 eV Å⁻¹
**Structure (SMILES)**: CSc1cnc(=O)n([C@@H]2C[C@@H](O)[C@@H](O)O2)c1



The following is a quantum chemistry calculation of a single C9H12N2OS molecule in a non-equilibrium geometry, from the Open Molecules 2025 dataset.

Geometry as XYZ:
```
25
Properties=species:S:1:pos:R:3:forces:R:3:mulliken_charge:R:1
C 2.293 1.171 -0.681 0.15 -0.05 -0.06 -0.700
C 2.900 -0.042 -0.425 0.00 0.02 -0.01 -0.577
C 0.968 1.386 -0.362 -0.36 0.00 0.09 -0.475
C 0.855 -0.861 0.500 -0.09 0.18 -0.11 -0.301
C 2.178 -1.074 0.172 -0.01 0.02 -0.09 0.570
C 0.219 0.368 0.251 0.86 -0.06 -0.28 0.733
C -3.347 1.156 0.328 0.34 0.43 0.30 -0.959
C -1.869 1.596 0.204 -0.02 0.04 -0.23 -0.442
C 2.846 -2.386 0.459 0.02 0.03 0.03 -1.458
N -3.539 -0.096 -0.357 0.26 -0.87 0.21 -0.324
N -1.049 0.547 0.705 -2.22 -1.57 0.18 -0.579
O -2.073 -2.027 -1.030 0.27 -0.33 -0.35 -0.466
S -2.477 -1.300 0.150 0.47 2.52 0.27 0.580
H 2.860 1.966 -1.144 0.07 0.09 -0.03 0.366
H 3.934 -0.196 -0.691 0.16 -0.04 -0.04 0.389
H 0.530 2.359 -0.533 -0.07 0.02 -0.03 0.366
H 0.263 -1.646 0.949 0.05 -0.14 0.10 0.367
H -3.577 1.001 1.382 -0.03 0.13 0.04 0.350
H -4.024 1.910 -0.077 0.03 -0.12 0.05 0.398
H -1.660 1.853 -0.848 -0.01 0.03 0.05 0.444
H -1.738 2.496 0.814 -0.05 0.05 -0.04 0.353
H 3.382 -2.336 1.407 0.02 -0.07 0.03 0.290
H 2.119 -3.193 0.516 -0.02 -0.08 0.03 0.347
H 3.568 -2.620 -0.321 0.06 -0.08 -0.01 0.378
H -3.561 -0.029 -1.368 0.13 -0.13 -0.10 0.352
```
Positions in Å, forces in eV/Å.

Computed properties:
**Gap between HOMO and LUMO (spin up / spin down)**: 6.8 / 6.8 eV
**LUMO energy (spin up / spin down)**: -0.6 / -0.6 eV
**Molecular weight**: 196.28 g mol⁻¹
**Net charge**: 0
**Relative energy (zero: lowest compared OMol25 entry of this formula, charge and spin)**: 2.051 eV
**Strongest force on any atom**: 2.7 eV Å⁻¹